Record 1
69
Properties=species:S:1:pos:R:3:forces:R:3:nbo_charge:R:1 method="wB97M-V/def2-TZVPD" homo_lumo_gap_ev="7.3 / 7.3" homo_ev="-7.700 / -7.703" e_tot_ha=-4015.099079 multiplicity=2 e_above_lowest_ev=0.826
Yb -0.368749 0.460070 0.172742 0.0 -0.8 0.6 2.02
Cl 0.739708 7.609332 -0.730414 0.0 0.0 0.0 0.00
Cl -3.441415 4.230682 -0.738575 -0.1 0.1 0.0 0.02
Si -3.477461 -1.355304 0.084502 -0.4 0.2 0.4 1.80
F 0.803536 -1.390647 1.122582 -0.2 -0.4 -0.1 -0.37
O -1.441808 2.204904 0.026527 -0.3 0.5 -0.2 -0.85
N -0.647041 0.560082 4.848749 0.0 0.0 -0.1 -0.51
N -1.744033 -1.354721 0.012697 0.4 0.7 -0.1 -1.27
N -0.650919 0.413461 2.665641 0.1 0.0 -0.2 -0.57
N 9.087109 -0.427767 0.133461 -0.1 0.0 0.0 -0.31
N 1.183667 2.602716 0.465883 -0.2 0.0 0.0 -0.49
C 2.447769 -0.009070 -1.267648 -0.1 0.0 -0.3 -0.06
C -0.965579 3.402850 -0.152489 -0.1 0.7 -0.1 0.39
C 4.807512 -0.038159 -2.041488 -0.1 0.1 0.0 -0.22
C -1.748237 4.491776 -0.517870 0.0 -0.5 0.1 -0.13
C 3.108865 4.023231 0.444478 0.0 0.2 0.0 -0.27
C 6.152876 -0.134743 -1.742839 0.1 0.0 0.1 -0.15
C -1.483301 -3.767765 -0.446383 0.1 0.2 0.0 -0.25
C 6.571489 -0.343782 -0.428547 -0.4 0.0 -0.1 -0.20
C -4.044134 -2.545180 1.452472 0.1 0.1 -0.2 -1.13
C -0.751368 -4.930083 -0.301822 0.0 -0.1 0.0 -0.19
C 7.965388 -0.399944 -0.118837 0.3 0.0 0.1 0.28
C 0.978417 4.955610 -0.143380 0.0 -0.3 0.0 -0.04
C -4.416247 -1.814927 -1.497242 0.3 0.0 0.1 -1.13
C 0.111195 6.005555 -0.515708 -0.2 0.0 -0.1 -0.07
C -1.077154 -0.713740 4.553106 0.0 -0.1 -0.1 -0.09
C -3.937632 0.407364 0.577412 0.0 -0.3 -0.2 -1.13
C -1.026036 -2.523297 0.040591 0.2 -0.3 0.1 0.11
C 0.249608 -2.589395 0.624678 0.0 -0.1 0.0 0.37
C 2.466352 2.796132 0.664943 0.0 -0.2 0.0 0.08
C 0.031048 2.630620 3.637917 -0.1 0.0 0.1 -0.66
C 4.280083 -0.402633 0.280912 0.0 0.0 -0.1 -0.24
C 3.848887 -0.149658 -1.031957 0.1 -0.1 0.3 -0.02
C 0.484863 -4.929895 0.333813 -0.1 0.0 0.0 -0.25
C -0.405985 1.209663 3.688946 0.0 0.1 0.0 0.40
C 0.430717 3.661308 0.047674 -0.1 0.2 0.0 0.08
C 1.242809 0.126146 -1.432838 0.2 0.0 -0.2 -0.55
C 5.622130 -0.488430 0.585470 0.1 0.0 -0.1 -0.15
C -1.224000 5.775110 -0.696836 0.2 0.2 0.0 -0.21
C 0.995004 -3.727240 0.797755 0.1 0.0 0.0 -0.27
C -1.075763 -0.792318 3.201054 0.0 0.0 0.2 -0.08
C 2.368227 5.100996 0.049220 0.0 -0.1 0.0 -0.13
H 1.039147 -5.846893 0.474282 0.0 0.0 -0.1 0.22
H -2.443951 -3.781207 -0.947180 0.0 -0.1 0.0 0.22
H 3.535890 -0.541450 1.054684 0.0 0.0 0.0 0.22
H 4.176704 4.102714 0.592741 0.0 0.0 0.0 0.23
H -1.886202 6.580132 -0.982799 0.0 0.0 0.0 0.24
H -0.754438 3.284410 4.020939 0.0 0.0 0.0 0.24
H 0.927842 2.786124 4.239470 0.0 0.0 0.0 0.23
H -1.152612 -5.857509 -0.691379 0.0 0.0 0.0 0.21
H -3.705700 -2.223531 2.440026 0.0 0.1 0.0 0.23
H 2.827519 6.064993 -0.119070 0.0 0.0 0.0 0.23
H 0.241519 2.908340 2.611422 0.0 0.0 0.0 0.25
H -5.290835 -1.175269 -1.629687 0.0 0.0 0.1 0.24
H -1.353596 -1.624980 2.579249 0.0 0.0 0.0 0.24
H 3.040261 1.951437 1.021029 0.0 -0.1 -0.1 0.20
H -5.132810 -2.625798 1.486681 0.0 0.0 0.0 0.24
H 4.489932 0.132547 -3.060788 0.0 0.0 0.0 0.23
H -3.789021 1.101069 -0.252259 0.0 0.1 0.0 0.25
H -4.989114 0.471639 0.867181 0.0 -0.1 0.0 0.24
H -3.337781 0.759703 1.419456 0.0 0.0 0.0 0.23
H 1.956393 -3.665184 1.291045 0.0 0.0 0.0 0.23
H -4.759514 -2.851496 -1.469337 0.0 0.0 0.0 0.23
H -0.548294 0.946032 5.769857 0.0 0.1 0.0 0.42
H 6.897613 -0.053590 -2.523167 0.0 0.0 0.0 0.23
H -1.333552 -1.433276 5.309747 0.0 0.0 0.0 0.23
H -3.786765 -1.698728 -2.382441 0.0 0.0 0.0 0.24
H 5.949640 -0.673563 1.599868 0.0 0.0 0.0 0.23
H -3.641170 -3.544950 1.275283 0.0 0.0 0.0 0.24

---

Record 2
68
Properties=species:S:1:pos:R:3:forces:R:3:nbo_charge:R:1 method="wB97M-V/def2-TZVPD" homo_lumo_gap_ev="4.7 / 5.4" homo_ev="-12.723 / -12.839" e_tot_ha=-2913.146922 e_above_lowest_ev=0.000 total_charge=+2
Rh 0.182094 -1.119075 0.336529 -2.8 0.9 0.1 1.12
Cl 0.035658 -2.729140 7.385216 0.0 -0.1 0.4 0.07
S 1.399666 1.663996 -0.698933 1.2 -0.8 -0.5 1.09
S -1.781525 0.344695 -0.849098 1.4 -1.4 -0.1 -0.08
O 0.402506 -0.321365 2.119629 1.0 0.9 -0.8 -0.66
N -2.604156 1.728220 1.308132 0.0 -0.2 -0.2 -0.55
N -4.140777 1.390860 -0.204536 0.3 0.0 -0.1 -0.54
N -1.057143 -2.474244 1.116290 0.8 0.1 3.4 -0.51
N 1.553510 0.054795 -0.484007 0.5 0.9 -0.4 -1.11
N -0.270494 -2.109684 -1.345290 0.9 0.4 -1.6 -0.45
C 1.063455 -0.990441 5.586567 -0.5 -0.3 -0.4 -0.11
C 3.178459 3.698151 -0.289978 0.0 0.0 0.1 -0.25
C -2.695464 -4.207708 0.406382 1.3 1.4 0.2 -0.18
C -4.837145 2.202939 0.779987 -0.4 0.3 0.2 -0.23
C 0.732500 2.341045 -4.605946 0.0 -0.1 0.0 -0.19
C -1.863939 -3.702206 -2.241965 0.2 0.2 0.3 -0.10
C -0.615485 -2.558729 4.794222 0.5 0.1 0.9 -0.16
C 1.133490 -0.429264 4.336849 -0.1 0.0 -0.2 -0.29
C 0.364812 -0.921237 3.255521 -1.0 -1.2 0.9 0.40
C 1.997764 2.290387 -5.171131 -0.1 0.0 0.0 -0.17
C -2.886340 -4.628390 -1.966648 -0.2 -0.2 0.7 -0.15
C -3.742396 2.460317 1.839058 -0.3 0.3 0.4 -0.23
C -0.442265 -2.432448 -3.702449 -0.4 -0.4 -0.3 -0.26
C -0.495316 -2.079787 3.478848 0.9 1.4 -0.3 -0.17
C -1.433803 -3.372884 -3.542033 0.4 0.3 0.2 -0.06
C -1.246479 -3.024582 -1.160657 -0.9 -0.8 0.7 0.23
C -2.875555 1.170382 0.133594 0.0 0.2 0.8 0.32
C 4.771027 2.279665 1.489467 0.0 0.1 0.0 -0.19
C 3.697656 1.647076 0.879695 -0.2 -0.1 0.0 -0.24
C 3.109981 2.030291 -4.384282 0.0 -0.1 0.0 -0.19
C 1.706069 1.920857 -2.465722 -0.4 0.2 0.6 -0.16
C -1.173391 -2.730591 2.432487 0.3 0.1 -1.6 0.19
C 0.116264 -1.814815 -2.589845 -0.2 -0.1 0.8 0.10
C 2.913601 2.369229 -0.002203 -0.4 0.0 0.0 -0.16
C 0.160638 -2.050089 5.824924 -0.4 -0.1 -1.0 -0.10
C 5.033927 3.616794 1.233530 0.0 -0.1 0.0 -0.17
C -1.675129 -3.255933 0.185946 -1.8 -1.7 -1.7 0.10
C 4.246721 4.320155 0.333023 -0.1 0.0 0.0 -0.17
C 0.580863 2.155740 -3.241794 0.0 0.0 0.1 -0.25
C 2.973498 1.845985 -3.018849 0.0 0.0 0.0 -0.24
C -3.281032 -4.866163 -0.660133 -0.1 -0.3 -1.3 -0.18
H 0.863243 -1.043399 -2.708910 0.1 0.0 0.1 0.23
H 2.416497 -0.327476 -0.869828 -0.2 0.2 0.0 0.39
H 2.114226 2.449684 -6.231867 0.0 0.0 -0.1 0.24
H 2.557187 4.233801 -0.990440 -0.1 0.2 -0.1 0.23
H -1.760696 -3.596804 2.714570 -0.2 0.1 0.0 0.21
H -1.701572 1.689309 1.750295 0.1 -0.1 -0.1 0.44
H -4.076948 -5.571425 -0.472269 0.0 -0.1 0.0 0.24
H -4.565719 1.077141 -1.059460 0.1 -0.1 -0.1 0.44
H -3.499376 3.522287 1.924703 -0.1 -0.1 0.0 0.23
H -3.046854 -4.425905 1.403006 -0.1 0.1 0.1 0.23
H 4.454221 5.356437 0.120793 0.0 0.1 0.0 0.24
H 1.799001 0.397364 4.139335 0.0 0.1 0.0 0.24
H -0.393954 2.190715 -2.779064 -0.1 0.1 0.0 0.23
H -1.313762 -3.355298 5.006275 0.0 -0.2 0.0 0.23
H -5.690544 1.655903 1.187974 0.1 0.1 0.0 0.23
H 1.676561 -0.620117 6.391799 0.1 0.0 0.1 0.25
H -4.018091 2.083937 2.826238 0.0 0.1 -0.1 0.23
H 3.465926 0.615366 1.100012 0.0 -0.1 0.0 0.23
H 4.087876 1.967166 -4.833291 0.1 0.0 -0.1 0.24
H -0.136784 2.518655 -5.220026 0.0 0.1 -0.1 0.23
H -0.101049 -2.151829 -4.684228 0.1 0.0 -0.1 0.25
H -5.204635 3.124213 0.320766 0.1 -0.1 0.1 0.23
H 3.841884 1.664952 -2.405125 0.1 0.0 0.1 0.24
H -3.348669 -5.153682 -2.787094 -0.1 -0.1 -0.1 0.24
H 5.393141 1.724885 2.173988 0.1 0.0 0.1 0.23
H -1.895319 -3.853021 -4.388281 0.0 -0.1 -0.2 0.24
H 5.847886 4.114342 1.739736 0.1 0.0 0.0 0.24

---

Record 3
68
Properties=species:S:1:pos:R:3:forces:R:3:nbo_charge:R:1 method="wB97M-V/def2-TZVPD" homo_lumo_gap_ev=5.7 homo_ev=-15.054 e_tot_ha=-2436.059851 e_above_lowest_ev=1.714 total_charge=+3
Pt -0.504425 -0.731709 0.427312 -0.5 -0.7 -0.1 0.62
I 0.183719 -2.763002 1.968852 -0.1 0.2 0.0 0.37
S 1.322588 1.003009 1.383354 0.4 0.2 0.2 0.72
O -5.496908 1.746503 -3.765251 0.1 0.0 0.1 -0.71
O 0.720971 -2.804102 -6.080269 0.0 0.0 0.0 -0.72
N 3.403135 0.767258 3.306621 0.0 0.0 0.0 -0.28
N 2.079062 1.767153 0.002460 0.1 -0.1 0.6 -0.41
N -1.787869 0.007023 -1.035619 0.2 0.2 -0.2 -0.49
N 0.393523 -1.478247 -1.369113 0.1 -0.1 0.3 -0.54
N 3.851947 1.639113 1.368334 -0.1 0.1 -0.2 -0.31
C 3.400039 2.048679 0.119193 0.1 -0.1 0.2 0.39
C -2.338777 -0.066093 -3.359864 0.0 0.0 0.0 -0.21
C 1.368838 2.116625 -1.082457 0.0 0.3 -0.6 0.08
C -2.760556 -1.139105 5.442757 0.0 -0.1 0.0 -0.16
C 2.885350 1.116828 2.145653 -0.1 0.0 -0.1 0.23
C -1.462972 -0.001957 2.094575 0.3 0.0 -0.2 -0.24
C 1.166022 -2.640054 -3.772005 0.1 0.0 0.1 0.08
C 1.484223 -2.260634 -1.436142 0.0 0.1 -0.1 0.05
C 3.375310 3.040949 -2.018726 0.1 0.0 0.1 -0.06
C -1.423954 -2.908439 4.514538 0.0 0.0 -0.1 -0.23
C -2.915902 1.037776 4.296465 0.0 0.0 0.0 -0.17
C -2.469027 -0.304312 4.335062 0.0 -0.1 -0.1 0.04
C 4.759560 1.095266 3.279020 0.0 0.0 -0.1 0.00
C 1.558437 -3.291058 -5.064929 0.0 0.0 0.0 -0.10
C 0.049646 -1.825243 -3.695582 -0.2 0.1 -0.1 -0.24
C 5.053225 1.637083 2.077434 0.0 0.0 0.1 -0.04
C -2.578507 1.843401 3.250150 0.0 0.0 0.0 -0.21
C 2.009646 2.771475 -2.104127 -0.2 0.0 -0.1 -0.21
C -1.173744 -2.112114 3.439141 -0.1 0.0 0.0 -0.11
C -2.911250 0.705354 -0.828414 -0.1 -0.1 0.1 0.06
C 1.902255 -2.850600 -2.605802 0.0 0.0 0.0 -0.22
C -3.775337 1.068211 -1.841279 0.0 -0.1 -0.1 -0.17
C -0.315952 -1.259835 -2.484974 -0.1 0.2 0.0 0.26
C -1.854869 1.314245 2.158494 0.0 0.0 0.0 -0.28
C -1.512997 -0.402647 -2.307619 0.0 0.0 0.0 0.13
C 4.094226 2.671485 -0.891915 -0.1 0.1 -0.1 -0.22
C -2.270718 -2.410521 5.527353 0.0 0.1 0.0 -0.19
C 2.663092 0.206694 4.446637 0.0 0.0 0.0 -0.42
C -1.693773 -0.810489 3.253998 -0.1 0.0 0.0 -0.19
C -4.401979 1.042454 -4.282116 0.0 0.0 0.0 -0.10
C -3.491079 0.688277 -3.145479 0.0 0.0 0.1 0.07
H 3.308971 -0.492826 4.969605 0.0 0.0 0.0 0.26
H 5.148633 2.885781 -0.788238 0.0 0.0 0.0 0.28
H 3.881639 3.549298 -2.829011 0.0 0.0 0.0 0.28
H 2.024307 -2.410394 -0.509969 0.0 0.0 0.0 0.21
H -3.505336 1.416789 5.121508 0.0 0.0 0.0 0.24
H 1.789017 -0.325696 4.071972 0.0 0.0 0.0 0.23
H -0.529866 -1.667824 -4.592605 0.0 0.0 0.0 0.27
H -3.832311 1.638044 -5.007444 0.0 0.0 0.0 0.20
H -3.381850 -0.741578 6.235235 0.0 0.0 0.0 0.24
H 2.358746 1.008536 5.115991 0.0 0.0 0.0 0.26
H -6.101769 1.987860 -4.472097 -0.1 0.0 -0.1 0.50
H -2.505012 -3.038297 6.375693 0.0 0.0 0.0 0.25
H -1.618683 1.992472 1.344906 -0.1 0.0 -0.1 0.20
H -4.702263 0.114840 -4.784926 0.0 0.0 0.0 0.21
H -2.106429 -0.406032 -4.359970 0.0 0.0 0.0 0.24
H 1.430441 3.075886 -2.964374 0.1 0.0 0.0 0.28
H 5.978910 2.009019 1.674534 0.0 0.0 0.0 0.28
H -3.148721 0.944048 0.194772 0.1 0.1 0.1 0.24
H -0.994425 -3.897160 4.605645 0.0 0.0 0.0 0.25
H 2.785337 -3.476200 -2.602317 0.0 0.0 0.0 0.25
H -2.882698 2.881524 3.235289 0.0 0.0 0.0 0.24
H -4.673106 1.624679 -1.617037 0.0 0.0 0.0 0.27
H 5.397109 0.913713 4.128432 0.0 0.0 0.0 0.29
H 1.465229 -4.376667 -4.936268 0.0 0.0 0.0 0.21
H 0.318089 1.862438 -1.109562 0.0 0.0 0.2 0.26
H 0.896489 -3.270556 -6.903839 0.0 0.0 0.0 0.50
H 2.615335 -3.076398 -5.261643 0.0 0.0 0.0 0.20